[1]
The following is a quantum chemistry calculation of one molecule with the formula C11H10F2O, from OMol25.

The geometry in XYZ format:
```
24
Properties=species:S:1:pos:R:3:forces:R:3:mulliken_charge:R:1
C 0.520 -1.213 3.283 0.024 -0.059 0.087 -0.452
C 0.500 -2.152 2.257 0.000 -0.029 0.121 -0.469
C 0.530 0.144 2.977 -0.013 0.012 0.121 -0.727
C 0.458 -1.742 0.947 -0.031 0.105 -0.128 -0.615
C 0.484 0.570 1.672 0.020 -0.093 -0.240 -0.154
C 0.420 -0.365 0.606 0.209 -0.135 0.447 1.302
C -1.424 1.192 -1.828 0.308 0.208 0.390 0.509
C -1.674 1.064 -3.166 -0.153 -0.006 -0.035 -1.349
C 0.326 0.003 -0.735 0.364 0.109 -0.196 -0.999
C 0.015 1.355 -1.276 -0.759 -0.156 0.269 0.080
C -2.405 1.057 -0.874 -0.812 0.211 0.393 0.522
O 0.913 1.811 -2.246 0.268 -0.035 -0.502 -0.565
F -3.713 1.057 -1.141 0.679 -0.199 0.023 -0.254
F -2.217 1.107 0.444 0.032 0.070 -0.719 -0.164
H 0.536 -1.540 4.312 0.029 0.004 0.077 0.376
H 0.516 -3.206 2.493 -0.013 -0.054 -0.001 0.373
H 0.576 0.874 3.771 0.001 0.049 0.076 0.385
H 0.427 -2.475 0.154 0.008 -0.035 -0.083 0.324
H 0.522 1.626 1.454 -0.065 0.073 0.007 0.275
H -2.630 0.725 -3.520 -0.239 0.075 -0.080 0.332
H -0.920 1.293 -3.894 0.188 0.037 -0.123 0.303
H 0.389 -0.775 -1.487 -0.079 -0.122 -0.051 0.273
H 0.012 2.126 -0.504 -0.004 -0.137 -0.024 0.310
H 1.018 1.130 -2.925 0.038 0.109 0.171 0.383
```
Positions in Å, forces in eV/Å.

Results
* HOMO level (spin up / spin down): -7.264 / -7.706 eV
* LUMO energy (spin up / spin down): -0.214 / -0.646 eV


[2]
The following is a quantum chemistry calculation of one molecule with the formula C6H7N3O in a non-equilibrium geometry, from OMol25.

The geometry in XYZ format:
```
17
Properties=species:S:1:pos:R:3:forces:R:3:mulliken_charge:R:1
C 2.325 -2.008 1.203 3.907 1.601 1.452 -1.016
C 1.178 -1.551 0.374 -0.064 2.083 1.489 0.693
C -0.411 0.378 0.098 3.393 -0.567 -2.168 0.420
C -2.322 1.457 0.092 -2.615 1.876 -3.692 0.017
C -2.093 1.688 -1.297 -4.013 2.993 -0.789 -0.365
C -0.914 1.385 -1.885 0.648 -2.565 3.611 -0.221
H 2.164 -2.004 2.382 0.156 -0.488 -2.707 0.283
H 2.850 -2.887 0.724 -1.125 0.562 1.057 0.321
H 3.246 -1.165 1.080 -2.586 -1.868 0.286 0.237
H 0.847 0.160 1.636 0.625 -0.268 1.006 0.256
H -3.279 1.765 0.566 0.840 -0.089 -0.301 0.380
H -2.922 2.284 -1.920 1.941 -1.460 1.508 0.214
H -0.582 1.473 -2.828 0.311 1.157 -3.521 0.550
N 0.578 -0.369 0.844 -1.559 0.180 -1.233 -0.120
N -1.462 0.822 0.753 2.212 -2.119 2.559 -0.610
N -0.010 0.644 -1.201 -1.599 0.039 2.751 -0.504
O 0.806 -2.073 -0.623 -0.472 -1.068 -1.309 -0.535
```
Positions in Å, forces in eV/Å.

Results
* HOMO level: -9.444 eV
* LUMO energy: 0.633 eV


[3]
The following is a quantum chemistry calculation of an isolated ion of composition C7H11N2 and charge +1 in a non-equilibrium geometry, from OMol25.

The geometry in XYZ format:
```
20
Properties=species:S:1:pos:R:3:forces:R:3:mulliken_charge:R:1
C 0.545 -1.743 -1.719 1.515 -0.973 -0.535 -0.111
C -1.192 -0.427 -2.387 -2.564 1.717 -0.241 -0.017
C 0.922 -0.985 -0.714 1.214 -1.792 -0.210 -0.175
C 1.603 -0.518 0.289 -0.204 1.076 -1.524 -0.266
C -1.693 -0.145 -0.007 0.668 1.127 1.120 0.244
C 2.821 0.349 0.064 2.580 -2.323 1.937 -0.976
C -2.134 0.628 1.183 0.287 -4.035 1.893 -1.151
N -0.411 -1.331 -2.613 0.417 -0.481 -0.629 -0.332
N -1.549 0.358 -1.192 0.590 -2.330 0.987 -0.137
H 1.099 -2.606 -2.186 -0.380 0.682 1.545 0.366
H -1.887 -0.072 -3.101 -0.485 0.089 -1.276 0.413
H 1.140 -0.644 1.241 0.291 -0.097 1.021 0.388
H -1.364 -1.186 0.282 -0.514 1.080 -1.247 0.500
H 3.445 0.107 -0.834 -1.196 0.218 0.425 0.350
H 3.551 -0.031 0.928 -1.367 1.336 -1.526 0.292
H 2.643 1.400 0.148 -0.047 0.575 0.185 0.277
H -2.316 1.654 1.188 0.051 1.668 -0.423 0.418
H -1.488 0.240 2.087 -0.796 1.171 -1.729 0.251
H -3.066 0.094 1.498 0.173 0.439 -0.274 0.374
H -1.874 1.263 -1.465 -0.233 0.853 0.502 0.290
```
Positions in Å, forces in eV/Å.

Results
* HOMO level: -13.105 eV
* LUMO energy: -5.103 eV
* charge: +1


[4]
The following is a quantum chemistry calculation of a 3-piece molecular cluster, C16H37ClINO8S2 overall in a non-equilibrium geometry, from OMol25.

The geometry in XYZ format:
```
66
Properties=species:S:1:pos:R:3:forces:R:3:mulliken_charge:R:1
C 0.102 -4.030 0.863 -0.088 -0.053 0.003 -1.079
C 0.370 -2.531 1.014 -0.005 0.013 0.090 -0.458
C 0.084 -1.729 -0.255 0.140 0.107 -0.271 -0.262
O -1.167 -1.046 -0.122 -0.093 -0.268 -0.075 -0.271
C -2.052 -1.093 -1.205 0.195 0.027 0.014 0.014
C -3.041 -2.276 -0.991 0.138 -0.070 -0.032 -1.020
N -4.421 -1.969 -1.288 -0.090 -0.271 0.044 0.523
C -4.773 -2.218 -2.674 -0.089 0.247 -0.152 -1.114
C -5.419 -2.445 -0.367 -0.076 -0.027 -0.140 -0.982
I -5.153 -1.501 1.572 -0.017 0.051 0.075 0.031
C -5.618 -3.957 -0.205 -0.047 0.005 -0.108 -0.321
C -4.497 -4.770 0.438 0.051 -0.015 0.079 -1.033
O -2.727 0.148 -1.319 -0.186 -0.012 0.192 -0.382
C -2.675 1.003 -0.243 0.081 -0.165 -0.130 -0.207
Cl -1.233 2.117 -0.404 -0.111 0.122 0.063 -0.211
H 0.510 -4.604 1.700 -0.077 0.113 -0.053 0.381
H -0.975 -4.236 0.819 0.134 0.038 -0.050 0.081
H 0.555 -4.423 -0.054 -0.019 0.066 0.121 0.351
H -0.272 -2.120 1.803 0.169 -0.027 -0.058 0.271
H 1.404 -2.361 1.333 -0.087 -0.073 -0.125 0.390
H 0.051 -2.397 -1.128 0.020 0.096 0.125 0.408
H 0.858 -0.978 -0.457 -0.077 -0.116 0.068 0.113
H -1.502 -1.199 -2.151 -0.040 -0.046 0.156 0.440
H -2.947 -2.574 0.055 0.012 0.144 -0.092 0.418
H -2.679 -3.124 -1.603 -0.038 0.103 0.164 0.197
H -4.692 -3.281 -2.963 0.011 0.139 0.043 0.384
H -4.116 -1.633 -3.326 -0.055 -0.095 0.098 0.296
H -5.798 -1.882 -2.863 0.111 -0.066 0.018 0.359
H -6.369 -2.005 -0.681 0.105 -0.116 -0.024 0.652
H -5.803 -4.338 -1.222 -0.011 0.031 0.168 0.297
H -6.552 -4.104 0.349 0.139 0.015 -0.024 0.381
H -4.196 -4.341 1.400 -0.058 -0.068 -0.134 0.249
H -3.609 -4.833 -0.197 -0.117 0.027 0.044 0.196
H -4.839 -5.793 0.623 0.034 0.125 -0.027 0.440
H -2.543 0.494 0.708 -0.070 0.127 -0.075 0.140
H -3.552 1.645 -0.256 0.122 -0.065 -0.063 0.369
O 2.791 2.934 4.014 0.090 0.004 -0.194 -0.712
S 2.540 3.324 2.657 -0.805 0.257 0.842 1.290
O 3.657 3.459 1.768 -1.513 2.890 1.956 -0.550
O 1.682 4.658 2.654 0.090 -0.080 -0.088 -0.245
C 2.134 5.742 3.516 -0.055 -0.008 0.060 -0.411
C 3.297 6.497 2.918 -0.013 0.011 -0.021 -0.941
C 1.347 2.270 1.921 0.122 0.006 -0.012 -0.980
H 2.372 5.321 4.492 0.001 0.002 -0.001 0.357
H 1.250 6.369 3.613 0.017 -0.006 -0.018 0.265
H 4.194 5.881 2.878 0.006 0.013 0.008 0.273
H 3.501 7.374 3.535 0.025 -0.014 -0.015 0.389
H 3.059 6.830 1.908 0.002 0.012 0.013 0.258
H 0.487 2.186 2.579 0.035 0.025 -0.003 0.458
H 1.835 1.306 1.792 -0.012 -0.052 -0.029 0.400
H 1.063 2.687 0.960 -0.015 -0.016 -0.017 0.194
O 2.870 -0.197 -2.209 -0.109 -0.101 -0.069 -0.536
S 4.199 0.238 -2.531 0.094 0.247 0.367 1.185
O 5.304 -0.481 -1.973 -0.024 0.005 -0.141 -0.632
O 4.319 1.781 -2.197 -0.037 -0.181 -0.220 -0.324
C 3.780 2.238 -0.916 0.219 -0.071 0.223 -0.146
C 4.688 1.910 0.243 0.562 -1.174 -0.762 -0.854
C 4.400 0.351 -4.273 -0.028 -0.027 -0.025 -1.023
H 2.787 1.805 -0.799 -0.050 -0.026 -0.051 0.194
H 3.676 3.311 -1.061 0.027 0.032 -0.001 0.241
H 4.741 0.836 0.419 0.103 -0.181 -0.255 0.276
H 4.295 2.394 1.140 1.191 -1.595 -1.397 0.192
H 5.696 2.281 0.059 0.066 -0.019 -0.071 0.310
H 3.572 0.920 -4.685 0.011 -0.001 -0.004 0.304
H 4.396 -0.670 -4.647 0.003 0.012 -0.011 0.369
H 5.355 0.829 -4.479 -0.010 -0.007 0.004 0.355
```
Positions in Å, forces in eV/Å.

Results
* HOMO level: -8.714 eV
* LUMO energy: 0.403 eV


[5]
The following is a quantum chemistry calculation of one molecule with the formula C2H5NO2 in a non-equilibrium geometry, from OMol25.

The geometry in XYZ format:
```
10
Properties=species:S:1:pos:R:3:forces:R:3:mulliken_charge:R:1
C -1.358 -0.164 -0.019 -2.198 0.196 1.017 -0.856
C 0.009 0.384 0.032 0.901 0.018 -0.043 0.670
H -1.954 0.403 -0.784 0.510 -0.530 0.850 0.263
H -1.829 -0.014 1.022 0.552 0.011 -1.620 0.223
H -1.444 -1.245 -0.207 0.333 0.401 -0.108 0.308
H 0.899 -1.430 -0.218 0.288 -0.621 -0.316 0.248
H 2.068 0.981 0.041 -0.030 0.306 -0.098 0.378
N 1.014 -0.513 0.143 0.046 0.390 0.180 -0.141
O 0.314 1.566 0.028 -0.522 0.529 0.001 -0.694
O 2.282 0.033 -0.040 0.121 -0.699 0.138 -0.400
```
Positions in Å, forces in eV/Å.

Results
* HOMO level: -9.519 eV
* LUMO energy: 0.814 eV